{
  "formula": "C34H51F5N5O21",
  "method": "the ωB97M-V functional and the def2-TZVPD basis",
  "symbols": ["C", "C", "C", "C", "N", "N", "C", "N", "C", "C", "N", "C", "F", "C", "C", "N", "C", "C", "F", "F", "C", "F", "F", "H", "H", "H", "H", "H", "H", "H", "H", "H", "H", "H", "H", "H", "H", "H", "H", "H", "H", "H", "H", "H", "H", "H", "C", "C", "O", "C", "O", "O", "H", "H", "H", "H", "C", "C", "O", "C", "O", "O", "H", "H", "H", "H", "C", "C", "O", "C", "O", "O", "H", "H", "H", "H", "C", "C", "O", "C", "O", "O", "H", "H", "H", "H", "C", "C", "O", "C", "O", "O", "H", "H", "H", "H", "C", "C", "O", "C", "O", "O", "H", "H", "H", "H", "C", "C", "O", "C", "O", "O", "H", "H", "H", "H"],
  "positions_angstrom": [[1.939523, 0.210319, -2.521100], [1.248722, -1.120695, -1.779862], [-0.193543, -1.540856, -2.417128], [-0.616504, -3.109059, -2.016183], [-1.340057, -0.602884, -2.176168], [-2.426071, -0.499608, -3.062450], [-3.565285, 0.437876, -2.714503], [-4.759327, 0.696498, -3.399389], [-5.683446, 1.711959, -2.739278], [-6.360437, 1.205350, -1.335119], [-6.973820, 2.453936, -0.680457], [-5.059727, -0.030088, -4.699764], [-6.404070, 0.322564, -5.281950], [-3.953852, 0.205189, -5.886846], [-3.688886, -1.214249, -6.717045], [-3.073662, 0.999623, -1.394143], [-1.723675, 0.340875, -1.068767], [-0.859793, 0.613811, 0.294699], [0.441478, 1.296092, 0.092255], [-1.689109, 1.583777, 1.106901], [-0.754345, -0.735227, 1.275760], [0.364545, -0.459636, 2.236524], [-1.991626, -0.776678, 2.106183], [2.802468, 0.594043, -1.810362], [2.390146, -0.151660, -3.566365], [1.064320, 0.975048, -2.663071], [1.999548, -2.013955, -2.034867], [1.277782, -1.015006, -0.612473], [-0.034006, -1.580932, -3.600275], [0.380152, -3.732603, -2.137826], [-1.084475, -3.192523, -0.947265], [-1.341880, -3.458056, -2.886754], [-2.403360, -1.097545, -3.937641], [-6.558991, 2.082131, -3.429415], [-5.017464, 2.672449, -2.519094], [-7.187004, 0.380844, -1.504104], [-5.585321, 0.791712, -0.539552], [-6.611790, 3.324996, -1.171984], [-6.619421, 2.528527, 0.304513], [-5.142086, -1.189163, -4.425530], [-2.914471, 0.525043, -5.451236], [-4.268164, 1.063746, -6.653252], [-4.511293, -1.989172, -6.375091], [-3.873331, -0.990941, -7.867954], [-2.627556, -1.680475, -6.504258], [-0.538212, -1.719994, 0.679984], [-0.402268, 1.091042, 5.566925], [0.701317, 0.273624, 4.977927], [1.684614, 0.273103, 5.995395], [1.036930, 0.510705, 7.173405], [1.551649, 0.410923, 8.274674], [-0.261404, 0.873331, 6.958223], [-1.388691, 0.769025, 5.222085], [-0.285355, 2.160522, 5.362895], [0.396604, -0.759455, 4.779947], [1.096567, 0.710356, 4.056677], [5.319373, -1.204235, 9.028174], [4.303058, -1.636935, 8.021760], [5.060109, -2.401395, 7.102744], [6.164621, -2.845503, 7.770933], [6.948426, -3.671347, 7.333536], [6.276796, -2.245864, 8.992131], [4.895259, -1.102064, 10.030834], [5.808705, -0.264630, 8.751083], [3.527585, -2.275104, 8.458429], [3.826032, -0.789746, 7.521385], [3.602624, 3.810086, -0.416369], [4.211451, 4.940980, -1.180176], [4.878490, 4.292010, -2.246015], [4.264014, 3.085894, -2.423101], [4.471167, 2.339095, -3.364941], [3.387286, 2.825298, -1.409734], [2.660310, 4.090420, 0.062271], [4.280492, 3.404747, 0.342101], [3.458031, 5.618963, -1.594898], [4.916098, 5.519320, -0.576310], [8.767675, -2.287375, 4.964009], [9.887321, -3.260699, 5.142959], [10.870799, -2.795306, 4.238362], [10.625787, -1.467947, 4.034052], [11.378573, -0.711570, 3.443382], [9.429587, -1.097624, 4.577596], [8.198944, -2.132942, 5.885060], [8.079155, -2.583999, 4.165862], [10.301123, -3.240226, 6.156688], [9.590999, -4.284974, 4.900648], [-10.010038, -0.896500, 0.002440], [-10.201404, -0.881559, 1.484381], [-8.902807, -1.140996, 1.982832], [-8.021755, -0.762386, 1.011205], [-6.814270, -0.689032, 1.167035], [-8.668133, -0.475811, -0.156503], [-10.693318, -0.215659, -0.512558], [-10.118791, -1.899519, -0.423246], [-10.533401, 0.094656, 1.853271], [-10.906122, -1.647018, 1.820691], [5.909850, 4.359558, 4.532103], [5.509918, 3.621902, 3.295612], [5.057680, 4.650135, 2.435186], [5.655856, 5.805474, 2.848750], [5.624337, 6.856718, 2.231031], [6.294329, 5.630580, 4.042583], [6.741010, 3.877535, 5.054086], [5.076542, 4.487214, 5.230948], [6.354680, 3.110497, 2.822177], [4.714580, 2.895381, 3.483393], [-5.021386, -2.923983, -11.055322], [-3.917801, -3.741401, -11.644321], [-2.934504, -3.741923, -10.626852], [-3.582188, -3.504321, -9.448842], [-3.067469, -3.604102, -8.347574], [-4.880522, -3.141695, -9.664025], [-6.007809, -3.246001, -11.400162], [-4.904473, -1.854504, -11.259352], [-4.222514, -4.774480, -11.842301], [-3.522551, -3.304670, -12.565571]],
  "forces_ev_per_a": [[-0.5, -1.3, 0.5], [1.2, 0.0, -0.7], [1.3, -2.1, -1.0], [0.4, 0.7, -1.3], [-3.0, 4.2, 3.4], [-2.4, 0.5, -1.4], [4.4, -1.2, 2.7], [1.7, -0.1, 1.0], [-0.5, 1.5, 1.2], [0.5, 0.1, 0.6], [1.3, 0.1, -0.5], [-0.4, -1.3, -1.6], [3.4, -0.5, 2.2], [0.6, -0.3, -0.4], [-1.1, 0.4, 0.1], [3.1, -3.3, -1.8], [-2.8, -0.4, -4.2], [-1.0, 2.5, 1.7], [-4.1, -2.5, 0.3], [2.6, -2.8, -2.7], [0.3, 1.4, 2.3], [-3.3, -1.0, -3.0], [3.9, -0.2, -2.9], [-2.0, -0.6, -1.8], [-1.1, 1.0, 2.4], [2.1, -1.1, 0.2], [-2.0, 1.7, 0.6], [-0.4, -0.2, -2.2], [-0.4, 0.4, 2.5], [-2.2, 1.2, 0.5], [0.9, 0.0, -2.2], [1.3, 0.5, 2.2], [0.1, 1.0, 1.6], [2.0, -1.2, 0.9], [-1.3, -2.1, -0.4], [1.8, 1.9, 0.1], [-1.4, 0.5, -2.2], [-0.6, -1.5, 0.9], [-0.5, -0.2, -1.4], [0.1, 2.5, -0.7], [-2.1, -0.3, -0.5], [0.4, -1.9, 2.0], [1.8, 1.4, -0.9], [0.7, -0.7, 2.6], [-2.2, 1.1, -0.7], [-0.6, 1.8, 1.6], [-0.9, 0.5, -0.6], [0.1, -0.3, -1.1], [-0.2, 0.2, 1.0], [0.8, -0.1, 2.3], [-1.0, 0.2, -2.5], [1.0, -0.4, 0.4], [0.1, 0.1, 0.2], [0.0, -0.1, 0.0], [0.0, 0.1, 0.0], [0.1, -0.1, 0.3], [-0.2, 0.9, 0.8], [-1.2, 0.5, -0.1], [1.1, -0.5, 0.2], [1.3, -1.5, -0.6], [-1.6, 1.7, 0.8], [0.1, -0.8, -1.0], [0.2, -0.1, -0.1], [0.0, -0.1, 0.0], [0.1, 0.1, 0.0], [0.1, -0.3, 0.0], [-0.3, 0.1, 1.2], [0.1, 1.2, 0.5], [-0.4, -1.2, -0.3], [0.7, -1.1, -2.0], [-0.6, 1.5, 2.1], [0.4, 0.0, -0.9], [0.1, -0.2, -0.1], [-0.1, 0.1, -0.1], [0.1, -0.1, 0.0], [0.0, -0.1, -0.2], [-1.2, -0.1, 0.4], [-0.1, -1.0, 0.7], [0.0, 1.0, -0.4], [1.7, 1.5, -1.3], [-1.7, -1.7, 1.3], [0.9, 0.0, -0.4], [0.2, 0.1, -0.3], [0.1, 0.0, 0.1], [-0.1, 0.0, -0.1], [0.2, 0.2, 0.0], [-1.0, -0.1, -0.8], [-1.1, 0.0, 0.6], [1.0, 0.2, -0.7], [2.1, 0.1, 0.6], [-2.5, -0.1, -0.4], [0.6, -0.2, 0.9], [0.3, -0.1, 0.0], [0.0, 0.1, 0.1], [0.1, -0.1, 0.0], [0.3, 0.1, 0.1], [0.2, -0.4, 1.1], [0.0, -1.2, -0.1], [0.1, 0.8, 0.0], [0.2, 2.5, -1.1], [0.0, -2.5, 1.3], [-0.4, 0.3, -1.0], [-0.1, 0.3, -0.1], [0.1, 0.0, -0.1], [-0.1, 0.1, 0.1], [0.0, 0.2, -0.2], [-0.9, 0.5, -0.7], [0.0, -0.4, -1.2], [-0.3, 0.3, 1.2], [1.0, -0.3, 1.8], [-1.1, 0.2, -2.3], [0.9, -0.3, 0.6], [0.1, 0.1, 0.2], [0.0, -0.1, 0.0], [0.0, 0.1, 0.0], [0.1, -0.1, 0.2]],
  "multiplicity": 1,
  "homo_energy_ev": -11.64,
  "charge": 1,
  "largest_force_ev_per_a": 6.1,
  "gap_ev": 7.38
}

{
  "formula": "C34H52BFN9O2PbSbSi",
  "method": "the ωB97M-V functional and the def2-TZVPD basis",
  "symbols": ["Pb", "C", "C", "C", "C", "C", "N", "N", "B", "N", "N", "C", "C", "C", "C", "C", "N", "N", "C", "C", "C", "C", "C", "H", "H", "H", "H", "H", "H", "H", "H", "H", "H", "H", "H", "H", "H", "H", "H", "H", "H", "H", "H", "H", "H", "C", "Si", "C", "C", "N", "C", "C", "C", "C", "C", "C", "F", "H", "H", "H", "H", "H", "H", "H", "H", "H", "H", "H", "H", "H", "O", "C", "N", "C", "O", "C", "C", "C", "C", "N", "C", "H", "H", "H", "H", "H", "H", "H", "H", "C", "Sb", "C", "C", "H", "H", "H", "H", "H", "H", "H", "H", "H"],
  "positions_angstrom": [[0.017471, -0.290936, 0.078402], [3.493786, -1.264412, -1.475639], [3.206565, 0.201073, -1.487111], [4.040651, 1.252108, -1.886583], [3.300293, 2.405823, -1.688396], [3.717367, 3.817276, -1.939166], [2.098841, 2.038295, -1.201567], [2.044336, 0.695120, -1.075561], [0.888494, 2.953100, -0.899035], [-0.350461, 2.481992, -1.701935], [-0.934661, 1.264208, -1.549773], [-2.001660, 1.227646, -2.345749], [-2.908750, 0.049280, -2.466204], [-2.104725, 2.440267, -3.036209], [-1.044853, 3.210749, -2.596781], [-0.699206, 4.604350, -3.004350], [0.537657, 2.963971, 0.605868], [0.069196, 1.866934, 1.248843], [-0.264547, 2.229306, 2.484144], [-0.863552, 1.271814, 3.457134], [0.013743, 3.591614, 2.653048], [0.516059, 4.022793, 1.438842], [0.966318, 5.395978, 1.064881], [4.541769, -1.439604, -1.709285], [3.276157, -1.688926, -0.493296], [2.883489, -1.792631, -2.210480], [5.046995, 1.186981, -2.266600], [4.748856, 3.830007, -2.284625], [3.091060, 4.286604, -2.698805], [3.647875, 4.415084, -1.029610], [1.166147, 4.059308, -1.230839], [-2.817946, -0.607116, -1.605873], [-3.942841, 0.383070, -2.537261], [-2.677294, -0.521311, -3.368089], [-2.859758, 2.720507, -3.751617], [-1.412017, 4.940528, -3.754138], [-0.742772, 5.286060, -2.154285], [0.304548, 4.657773, -3.426549], [-0.684140, 0.246066, 3.136957], [-0.448273, 1.425875, 4.452942], [-1.943892, 1.420054, 3.513695], [-0.140890, 4.188966, 3.536331], [0.892926, 6.045944, 1.934047], [1.999770, 5.392835, 0.716582], [0.346390, 5.810916, 0.269046], [0.026004, -2.458367, 4.654591], [-0.027968, -2.887490, 2.803849], [1.689528, -2.572200, 2.065809], [-0.182635, -4.785648, 2.751320], [-1.118536, -1.929285, 1.890518], [-2.463100, -1.883652, 2.090412], [-3.215189, -2.785182, 2.887202], [-4.595624, -2.724258, 2.996946], [-5.322054, -1.745697, 2.333073], [-4.625307, -0.812773, 1.575010], [-3.256930, -0.896116, 1.479612], [-2.619639, 0.068877, 0.735353], [0.962055, -2.791963, 5.108796], [-0.792532, -2.943784, 5.191401], [-0.064191, -1.383938, 4.825743], [2.467995, -2.992049, 2.708079], [1.888881, -1.504048, 1.962292], [1.788568, -3.040149, 1.082028], [0.575557, -5.232033, 3.400253], [-0.017710, -5.173647, 1.742459], [-1.151708, -5.154881, 3.086478], [-2.668007, -3.528061, 3.456486], [-5.106890, -3.450176, 3.617981], [-6.398678, -1.696559, 2.413106], [-5.129048, -0.002178, 1.062811], [-3.482734, -5.537641, 1.125201], [-2.881060, -5.794310, -0.106650], [-3.752165, -5.419703, -1.199497], [-3.601357, -4.541486, -2.219145], [-4.498284, -4.348361, -3.022405], [-2.296059, -3.818178, -2.416543], [-1.809282, -3.771371, -3.720009], [-0.723781, -2.968882, -4.015410], [-0.174800, -2.209529, -2.996374], [-0.621976, -2.254284, -1.745102], [-1.654014, -3.048486, -1.450929], [-3.516635, -4.586228, 1.308048], [-2.719329, -6.872741, -0.133698], [-1.919859, -5.292822, -0.229207], [-4.669395, -5.842512, -1.172023], [-2.310397, -4.344462, -4.488891], [-0.332285, -2.904834, -5.021195], [0.644053, -1.520843, -3.181706], [-1.985308, -3.010757, -0.415939], [3.121699, 0.487574, 4.310307], [3.338178, 0.994453, 2.217801], [5.169784, -0.137485, 1.958977], [4.392001, 2.843171, 2.623820], [4.065657, 0.624116, 4.836837], [2.801249, -0.550571, 4.401061], [2.362245, 1.125548, 4.762937], [5.841613, 0.026996, 2.800738], [5.658635, 0.178228, 1.036935], [4.939143, -1.200529, 1.883512], [5.170359, 2.674686, 3.367296], [3.691087, 3.591511, 2.993949], [4.846752, 3.210551, 1.703343]],
  "forces_ev_per_a": [[0.0, -0.6, 0.6], [-0.1, 0.1, 0.1], [0.0, 0.2, 0.0], [0.0, 0.0, 0.1], [0.2, -0.1, 0.0], [-0.1, 0.0, 0.0], [0.2, 0.2, -0.1], [0.0, 0.0, -0.3], [-0.1, -0.3, 0.1], [0.0, 0.2, -0.2], [-0.2, 0.1, -0.1], [0.1, 0.2, -0.1], [0.1, 0.0, 0.0], [0.0, 0.0, 0.0], [-0.2, -0.1, -0.1], [0.1, -0.1, 0.1], [0.1, 0.2, 0.0], [-0.3, 0.2, 0.0], [0.1, 0.1, -0.1], [0.0, 0.0, -0.1], [0.0, 0.0, 0.0], [0.0, 0.0, 0.2], [0.0, -0.1, -0.1], [0.0, -0.1, 0.0], [0.0, 0.0, 0.0], [0.0, 0.0, 0.0], [0.0, 0.0, 0.0], [0.0, 0.0, 0.0], [0.0, 0.0, 0.0], [0.0, 0.0, 0.0], [0.0, 0.1, 0.0], [-0.1, 0.0, 0.0], [0.0, 0.0, 0.0], [0.0, 0.0, 0.0], [0.0, 0.0, 0.0], [0.0, 0.0, 0.0], [0.0, 0.0, 0.0], [0.0, 0.0, 0.0], [0.0, -0.1, 0.1], [0.0, 0.0, 0.0], [0.0, 0.0, 0.0], [0.0, 0.0, 0.0], [0.0, 0.0, 0.0], [0.0, 0.0, 0.0], [0.0, 0.0, 0.0], [-0.1, 0.1, -0.3], [0.3, -0.2, 0.1], [-0.2, 0.0, 0.1], [-0.1, 0.3, -0.1], [0.0, -0.1, 0.1], [0.2, -0.1, 0.1], [0.1, 0.0, 0.0], [0.0, 0.0, 0.0], [0.0, 0.0, 0.0], [0.1, 0.1, -0.1], [-0.3, -0.1, 0.1], [0.1, 0.0, -0.1], [0.0, -0.1, 0.0], [0.0, 0.0, 0.0], [0.0, 0.0, 0.0], [0.0, 0.0, 0.0], [0.1, 0.1, 0.0], [0.0, 0.0, 0.0], [0.0, 0.1, 0.0], [0.0, 0.0, 0.0], [-0.1, 0.0, 0.0], [-0.1, -0.1, -0.1], [0.0, 0.0, 0.0], [0.0, 0.0, 0.0], [0.0, 0.0, 0.0], [0.0, 0.0, 0.2], [0.0, 0.1, -0.1], [0.0, -0.1, 0.1], [0.0, -0.1, 0.1], [0.1, 0.0, 0.0], [0.0, 0.1, 0.0], [0.0, 0.0, 0.0], [0.0, 0.0, -0.1], [0.0, 0.0, 0.1], [-0.1, -0.2, -0.1], [0.0, 0.0, -0.2], [0.0, 0.0, 0.0], [0.0, 0.0, 0.0], [0.0, 0.0, 0.0], [-0.1, 0.1, 0.0], [0.0, 0.0, 0.0], [0.0, 0.0, 0.0], [0.0, 0.0, 0.0], [0.0, 0.0, 0.0], [-0.1, 0.0, -0.2], [0.5, 0.1, 0.3], [-0.2, 0.0, 0.0], [-0.2, -0.1, -0.1], [0.0, 0.0, 0.0], [0.0, 0.0, 0.0], [0.0, 0.0, 0.0], [0.0, 0.0, 0.0], [0.0, 0.0, 0.0], [0.0, 0.0, 0.0], [0.0, 0.0, 0.0], [0.0, 0.0, 0.0], [0.0, 0.0, 0.0]],
  "multiplicity": 1,
  "homo_energy_ev": -6.91,
  "largest_force_ev_per_a": 0.8,
  "gap_ev": 7.18,
  "de_lowest_kcal_mol": 5.9
}